Entry 1:
An isolated ion of composition C2H3N2O2 and charge +1 at a distorted geometry, computed with ωB97M-V with the def2-TZVPD basis set.

The geometry in XYZ format:
```
9
Properties=species:S:1:pos:R:3:nbo_charge:R:1
N -1.54617 -0.53309 -0.13031 -0.775
C -0.22902 -0.71563 -0.03074 0.892
O 0.62625 -1.52615 -0.07144 -0.440
N 0.48137 0.86352 -0.03972 -0.764
C 1.73435 0.74436 -0.12729 0.995
O 2.81845 0.41669 -0.05127 -0.263
H -1.98305 0.33536 0.09349 0.438
H -2.05278 -1.36025 0.12843 0.449
H 0.15060 1.77519 0.22886 0.467
```

Output
- Net charge: +1
- HOMO level: -17.17 eV
- LUMO level: -0.1955 Eh
- 2S+1: 1

Entry 2:
An isolated ion of composition C2H3N2O2 and charge +1 at a distorted geometry, computed with ωB97M-V with the def2-TZVPD basis set.

The geometry in XYZ format:
```
9
Properties=species:S:1:pos:R:3:nbo_charge:R:1
O 1.43355 0.60219 -2.35368 -0.192
N 0.98294 0.77151 -1.03167 0.103
C 0.17087 -0.30686 -0.53635 -0.389
C -0.50434 0.27441 0.65681 -0.007
N -1.08128 -0.21252 1.59877 0.429
O -1.54117 -0.72867 2.51134 0.046
H 1.08615 -0.89027 -0.03804 0.319
H -0.16929 -0.88073 -1.44139 0.331
H -0.37744 1.37094 0.63420 0.359
```

Output
- Net charge: +1
- HOMO level (alpha / beta): -15.21 / -15.21 eV
- LUMO level (alpha / beta): -0.3119 / -0.3119 Eh
- 2S+1: 1

Entry 3:
A 2-piece molecular cluster, C2H3N2O2 overall at a distorted geometry, computed with ωB97M-V with the def2-TZVPD basis set.

The geometry in XYZ format:
```
9
Properties=species:S:1:pos:R:3:nbo_charge:R:1
C 0.06321 -0.29780 0.85762 0.788
C -0.39565 0.24877 -2.01441 1.012
N -0.49361 -0.84428 -0.01001 -0.492
N 0.68439 0.46763 1.63403 -0.754
O 0.66238 0.64691 -1.81867 -0.519
O -1.45001 -0.11482 -2.27143 -0.493
H -0.95475 -1.69565 -0.28848 0.498
H 1.69984 0.54171 1.60243 0.482
H 0.18420 1.04754 2.30893 0.479
```

Output
- Net charge: +1
- HOMO level: -16.81 eV
- LUMO level: -0.1804 Eh
- 2S+1: 1

Entry 4:
C2H3N2O2S as an isolated structure at a distorted geometry, computed with ωB97M-V with the def2-TZVPD basis set.

The geometry in XYZ format:
```
10
Properties=species:S:1:pos:R:3:nbo_charge:R:1
C 1.54441 -0.57318 0.49033 -0.294
C 0.35954 -0.18983 0.83267 0.312
N -0.85161 -2.03512 -1.92198 -0.322
N 0.09040 -1.44885 -1.58657 0.368
O 0.86230 -0.52799 -1.73127 -0.282
O -0.55235 0.62320 1.21046 -0.554
S 0.40220 -1.94977 0.54398 0.510
H 2.59182 -0.65600 0.08156 0.335
H -1.12671 -2.15247 -2.87825 0.400
H -1.24512 0.08164 1.57937 0.526
```

Output
- Net charge: +1
- HOMO level (alpha / beta): -14.18 / -14.18 eV
- LUMO level (alpha / beta): -0.2121 / -0.2121 Eh
- 2S+1: 1

Entry 5:
A 2-piece molecular cluster, C2H3N2O4S overall at a distorted geometry, computed with ωB97M-V with the def2-TZVPD basis set.

The geometry in XYZ format:
```
12
Properties=species:S:1:pos:R:3:nbo_charge:R:1
C -1.06035 -0.63099 0.25739 0.441
C -2.06380 0.41951 -0.04288 0.616
N 1.07208 1.58619 -0.37880 -1.050
N 1.83299 -0.88801 -0.40803 -0.316
O -2.59408 0.54036 -1.11799 -0.687
O -1.00061 -1.74477 0.66810 -0.580
O -2.26769 0.92164 1.05298 -0.695
O 1.73944 -2.02653 0.40801 -0.640
S 2.09127 0.48833 0.42264 0.612
H 0.00223 1.69095 -0.27084 0.424
H 1.44648 1.83472 -1.32764 0.378
H 0.80203 -2.19140 0.73707 0.497
```

Output
- Net charge: -1
- HOMO level (alpha / beta): -5.11 / -3.17 eV
- LUMO level (alpha / beta): 0.1246 / 0.1003 Eh
- 2S+1: 1

Entry 6:
An isolated ion of composition C2H3N2O5S and charge -1 at a distorted geometry, computed with ωB97M-V with the def2-TZVPD basis set.

The geometry in XYZ format:
```
13
Properties=species:S:1:pos:R:3:nbo_charge:R:1
C 0.49514 -0.31534 -1.94839 0.606
C -0.40468 0.76907 1.31276 0.711
N 0.43739 1.79137 1.33873 -0.853
N -0.46326 0.02763 0.19630 -0.403
O 0.40594 -2.53485 0.00081 -1.013
O 1.37386 0.06695 -2.73470 -0.619
O -1.16076 0.54256 2.26989 -0.699
O -1.92376 -2.23460 -0.56488 -0.986
O 0.35706 0.51686 -0.88012 -0.388
S -0.88454 -1.89760 0.40639 1.661
H 0.17545 -1.35613 -2.03676 0.191
H 1.21594 1.99454 0.67920 0.398
H 0.37622 2.62953 1.96076 0.393
```

Output
- Net charge: -1
- HOMO level: -4.93 eV
- LUMO level: 0.1350 Eh
- 2S+1: 1

Entry 7:
The molecule C2H3N2OP at a distorted geometry, computed with ωB97M-V with the def2-TZVPD basis set.

The geometry in XYZ format:
```
9
Properties=species:S:1:pos:R:3:nbo_charge:R:1
C 0.01835 -1.96801 0.22216 0.079
C 0.86749 0.72828 -1.09225 -0.623
N 1.69584 -0.82816 -2.65420 0.037
N 1.28045 -0.10724 -1.92279 0.081
O 0.02229 -0.84052 0.85638 -0.737
P 1.27301 0.25076 0.63424 0.870
H -0.95849 -2.46495 0.40344 0.080
H 0.33141 1.61159 -1.39804 0.255
H 0.72518 1.39758 1.35635 -0.043
```

Output
- Net charge: 0
- HOMO level: -8.46 eV
- LUMO level: 0.0117 Eh
- 2S+1: 1

Entry 8:
C2H3N2OPS as an isolated structure at a distorted geometry, computed with ωB97M-V with the def2-TZVPD basis set.

The geometry in XYZ format:
```
10
Properties=species:S:1:pos:R:3:nbo_charge:R:1
C -2.44357 0.64334 -0.22464 -0.111
C -0.02193 0.68526 0.05434 0.777
N -1.14965 0.98150 -0.21920 -0.500
N 1.17037 0.75779 0.30391 -0.840
O 1.02528 -1.69522 -0.36290 -1.073
P 1.96968 -0.70569 0.13040 1.704
S -3.03268 -0.80940 0.19486 0.032
H -3.08945 1.44563 -0.56606 0.207
H 2.53248 -0.92203 1.37639 -0.098
H 3.03947 -0.38118 -0.68710 -0.098
```

Output
- Net charge: 0
- HOMO level: -9.09 eV
- LUMO level: -0.0260 Eh
- 2S+1: 1

Entry 9:
A 2-piece molecular cluster, C2H3N2OS overall at a distorted geometry, computed with ωB97M-V with the def2-TZVPD basis set.

The geometry in XYZ format:
```
9
Properties=species:S:1:pos:R:3:nbo_charge:R:1
C -0.38386 -0.92924 -0.37281 -0.011
C -0.89346 -0.78434 0.89170 -0.418
N 0.44009 0.09327 -0.65975 -0.218
N 0.57738 0.96130 0.28090 -0.320
O 1.73147 2.91541 -0.51131 -0.031
S -0.27186 0.65504 1.58485 0.949
H -0.56743 -1.72243 -1.07653 0.281
H -1.57961 -1.43623 1.39879 0.295
H 0.94728 0.24722 -1.53585 0.472
```

Output
- Net charge: +1
- HOMO level (alpha / beta): -16.06 / -16.06 eV
- LUMO level (alpha / beta): -0.2176 / -0.2246 Eh
- 2S+1: 1

Entry 10:
The molecule C2H3N2P at a distorted geometry, computed with ωB97M-V with the def2-TZVPD basis set.

The geometry in XYZ format:
```
8
Properties=species:S:1:pos:R:3:nbo_charge:R:1
C 0.41040 1.23502 0.09674 -0.290
C 1.30100 2.02634 0.49047 -0.049
N -0.42333 0.42752 -0.53608 -0.324
N -0.59103 -0.88721 -0.08333 -0.675
P 0.53781 -1.66151 0.78538 0.530
H -1.23281 0.82588 -0.88821 0.399
H -1.21692 -1.51587 -0.61370 0.423
H 1.21488 -0.45018 0.74873 -0.014
```

Output
- Net charge: 0
- HOMO level (alpha / beta): -8.83 / -7.88 eV
- LUMO level (alpha / beta): -0.0361 / -0.0598 Eh
- 2S+1: 1

Entry 11:
The molecule C2H3N2P at a distorted geometry, computed with ωB97M-V with the def2-TZVPD basis set.

The geometry in XYZ format:
```
8
Properties=species:S:1:pos:R:3:nbo_charge:R:1
C 0.05345 -0.01805 1.07530 0.089
N -0.59408 -0.34511 2.11262 -0.231
N -1.40387 -1.43149 1.83559 -0.672
P -1.43270 -1.95909 0.36406 0.921
C -0.27172 -0.57457 -0.23288 -0.853
H 0.87940 0.59225 1.12865 0.190
H 0.71978 -0.75290 -0.70308 0.273
H -1.15685 -0.12808 -0.78368 0.283
```

Output
- Net charge: 0
- HOMO level: -9.62 eV
- LUMO level: -0.0135 Eh
- 2S+1: 1

Entry 12:
The molecule C2H3N2P3 at a distorted geometry, computed with ωB97M-V with the def2-TZVPD basis set.

The geometry in XYZ format:
```
10
Properties=species:S:1:pos:R:3:nbo_charge:R:1
C -0.33975 0.73327 0.97475 -0.937
C 0.55120 -0.50944 0.93190 -0.723
N 0.02166 0.93658 -1.78741 -1.304
N -0.83098 -1.58328 -1.81251 -0.904
P -0.39445 1.79607 -0.51161 1.201
P -1.23347 -0.89334 0.84830 0.739
P 0.23114 -0.63657 -2.32585 1.185
H -0.47931 1.37510 1.78895 0.256
H 1.22736 -0.57163 0.06638 0.235
H 1.24661 -0.64675 1.82711 0.252
```

Output
- Net charge: 0
- HOMO level (alpha / beta): -8.46 / -9.20 eV
- LUMO level (alpha / beta): -0.0494 / -0.0465 Eh
- 2S+1: 1